1:
2 unconnected molecules or ions with the total composition C5H14NS. Source: the Open Molecules 2025 dataset; level of theory: ωB97M-V/def2-TZVPD.

Geometry as XYZ:
```
21
Properties=species:S:1:pos:R:3
C -1.24 -0.79 -1.19
C -0.91 3.04 -0.52
C 2.10 -2.46 2.46
C -1.56 0.72 -1.30
C -0.67 1.58 -0.50
N 0.42 1.01 0.03
S 1.42 -2.54 0.83
H -1.96 -1.37 -1.80
H -0.26 -0.82 -1.75
H -1.06 -1.27 -0.16
H -0.50 3.56 0.35
H -1.89 3.20 -0.93
H -0.12 3.48 -1.26
H 3.04 -1.74 2.41
H 2.17 -3.49 2.76
H 1.42 -1.98 3.17
H -1.49 1.00 -2.37
H -2.54 0.97 -1.08
H 1.04 1.47 0.74
H 2.06 -3.56 0.26
H 0.52 -0.01 -0.17
```

As for the HOMO energy: -12.188 eV. As for the net charge: +1. The value obtained for the molecular weight is 120.2 g mol⁻¹. For the HOMO-LUMO gap, the calculation gives 7.75 eV. The value obtained for the lowest unoccupied orbital energy is -4.4 eV.

=====

2:
2 unconnected molecules or ions with the total composition C5H14NS. Source: the Open Molecules 2025 dataset; level of theory: ωB97M-V/def2-TZVPD.

Geometry as XYZ:
```
21
Properties=species:S:1:pos:R:3
C -0.49 0.01 1.26
C -0.85 1.56 -0.64
C -2.38 -0.31 -0.17
C 3.42 -0.60 0.23
C -0.18 -0.70 -1.04
N -0.98 0.18 -0.11
S 2.17 0.65 0.06
H -0.18 -1.01 1.54
H 0.38 0.76 1.36
H -1.22 0.30 2.01
H -1.40 1.51 -1.60
H -1.31 2.42 0.10
H 0.18 1.84 -0.88
H -2.47 -1.29 0.35
H -3.11 0.32 0.38
H -2.62 -0.64 -1.21
H 4.26 -0.55 -0.34
H 3.06 -1.64 0.05
H 3.84 -0.55 1.33
H -0.62 -0.88 -2.07
H 0.50 -1.38 -0.60
```

As for the HOMO energy (alpha / beta): -12.810 / -12.471 eV. As for the net charge: +1. The value obtained for the molecular weight is 120.2 g mol⁻¹. For the HOMO-LUMO gap (alpha / beta), the calculation gives 7.90 / 6.92 eV. The value obtained for the lowest unoccupied orbital energy (alpha / beta) is -4.9 / -5.6 eV.

=====

Relative energies in kcal/mol: 1 0.0; 2 93.4

=====

1:
A gas-phase ion, C5H14NS (charge +1). Source: the Open Molecules 2025 dataset; level of theory: ωB97M-V/def2-TZVPD.

Geometry as XYZ:
```
21
Properties=species:S:1:pos:R:3
C -1.57 -1.19 0.34
C 0.86 -2.12 0.86
C 0.33 2.59 -0.60
C -0.13 -0.91 0.71
C 0.49 0.11 -0.26
N -0.41 1.41 -0.19
S 0.51 -0.40 -1.99
H -1.77 -1.47 -0.70
H -1.96 -2.03 0.94
H -2.47 -0.41 0.56
H 1.24 -2.29 -0.19
H 0.43 -3.06 1.22
H 1.62 -1.72 1.56
H 0.54 2.49 -1.65
H -0.20 3.48 -0.41
H 1.28 2.70 -0.16
H -0.19 -0.49 1.76
H 1.55 0.45 -0.14
H -0.70 1.40 0.75
H -1.30 1.47 -0.84
H 1.79 -0.24 -2.17
```

As for the HOMO energy: -13.958 eV. As for the net charge: +1. The SMILES is C[NH2+][C@H](S)C(C)C. The value obtained for the molecular weight is 120.2 g mol⁻¹. For the HOMO-LUMO gap, the calculation gives 10.71 eV. The value obtained for the lowest unoccupied orbital energy is -3.3 eV.

=====

2:
2 unconnected molecules or ions with the total composition C5H14NS. Source: the Open Molecules 2025 dataset; level of theory: ωB97M-V/def2-TZVPD.

Geometry as XYZ:
```
21
Properties=species:S:1:pos:R:3
C 0.28 0.36 -1.82
C 1.06 1.50 0.38
C 1.89 -1.64 0.35
C -3.53 0.45 0.44
C 0.56 0.31 -0.40
N 0.60 -0.94 0.35
S -2.20 -0.59 0.74
H 1.17 0.34 -2.47
H -0.09 1.35 -2.23
H -0.27 -0.53 -2.10
H 1.45 1.25 1.37
H 0.18 2.27 0.52
H 1.75 1.99 -0.41
H 1.71 -2.57 0.68
H 2.46 -1.78 -0.56
H 2.43 -1.00 1.05
H -4.46 -0.15 0.07
H -3.32 1.11 -0.46
H -3.78 1.11 1.37
H 0.10 -0.78 1.24
H -0.01 -1.66 -0.04
```

As for the HOMO energy (alpha / beta): -13.018 / -12.237 eV. As for the net charge: +1. The value obtained for the molecular weight is 120.2 g mol⁻¹. For the HOMO-LUMO gap (alpha / beta), the calculation gives 8.88 / 6.58 eV. The value obtained for the lowest unoccupied orbital energy (alpha / beta) is -4.1 / -5.7 eV.

=====

Relative energies in kcal/mol: 1 0.0; 2 69.6